{
  "formula": "C4H13N2",
  "method": "ωB97M-V/def2-TZVPD",
  "symbols": ["N", "N", "C", "C", "C", "C", "H", "H", "H", "H", "H", "H", "H", "H", "H", "H", "H", "H", "H"],
  "positions_angstrom": [[-0.487, 1.168, -1.110], [0.909, -0.519, 0.449], [-1.051, 0.773, 0.187], [-0.784, 0.389, -2.260], [1.578, -0.603, 1.769], [-0.600, -0.715, 0.732], [1.227, 0.384, -0.088], [-2.104, 0.972, 0.396], [2.627, -0.148, 1.764], [-0.463, 1.466, 0.899], [-1.608, -0.375, -2.064], [0.098, -0.300, -2.549], [1.669, -1.633, 2.225], [-0.792, -1.723, 0.122], [-0.609, 2.202, -1.322], [1.145, -1.369, -0.218], [-0.889, 0.945, -3.114], [0.942, 0.051, 2.437], [-0.808, -0.963, 1.744]],
  "total_energy_ev": -7330.4342,
  "smiles": "CNCC[NH2+]C",
  "gap_ha": 0.3619,
  "largest_force_ev_per_a": 5.2,
  "relative_energy_ev": 3.0531,
  "charge": 1
}

{
  "formula": "C4H13N2",
  "method": "ωB97M-V/def2-TZVPD",
  "symbols": ["N", "N", "C", "C", "C", "C", "H", "H", "H", "H", "H", "H", "H", "H", "H", "H", "H", "H", "H"],
  "positions_angstrom": [[-0.584, 2.194, 0.153], [0.733, -0.017, -0.853], [-1.310, 0.948, 0.105], [-0.774, 0.064, -1.027], [0.605, -1.933, 0.789], [1.292, -0.649, 0.402], [-1.146, -0.943, -0.910], [-2.382, 0.988, -0.062], [-0.541, 2.599, 1.078], [2.354, -0.799, 0.222], [-0.443, -1.766, 1.068], [-0.899, 0.530, -2.008], [1.254, -0.455, -1.611], [1.046, 0.960, -0.820], [0.646, -2.725, 0.041], [-0.889, 2.850, -0.552], [-1.199, 0.410, 1.043], [1.025, -2.325, 1.722], [1.210, 0.069, 1.218]],
  "total_energy_ev": -7332.7851,
  "smiles": "CC[NH2+]CCN",
  "gap_ha": 0.4062,
  "largest_force_ev_per_a": 1.3,
  "relative_energy_ev": 0.7021,
  "charge": 1
}

{
  "formula": "C4H13N2",
  "method": "ωB97M-V/def2-TZVPD",
  "symbols": ["N", "N", "C", "C", "C", "C", "H", "H", "H", "H", "H", "H", "H", "H", "H", "H", "H", "H", "H"],
  "positions_angstrom": [[-0.540, -0.453, -0.311], [-2.270, 0.671, 1.360], [-1.518, 0.304, -0.947], [-2.714, 0.274, 0.010], [2.486, 0.374, 0.601], [2.862, -0.756, -0.411], [-2.984, 0.507, 2.044], [-1.211, 1.330, -1.215], [2.737, -1.807, -0.161], [-3.492, 1.006, -0.284], [3.961, -0.596, -0.546], [1.399, 0.650, 0.489], [2.437, -0.530, -1.393], [3.110, 1.248, 0.406], [-1.990, -0.138, -1.843], [-3.141, -0.755, -0.006], [-0.274, -1.385, -0.931], [-1.535, -0.033, 1.496], [2.678, 0.090, 1.642]],
  "total_energy_ev": -7326.4070,
  "gap_ha": 0.2040,
  "largest_force_ev_per_a": 4.2,
  "relative_energy_ev": 7.0802,
  "charge": 1
}

{
  "formula": "C4H13N2",
  "method": "ωB97M-V/def2-TZVPD",
  "symbols": ["N", "N", "C", "C", "C", "C", "H", "H", "H", "H", "H", "H", "H", "H", "H", "H", "H", "H", "H"],
  "positions_angstrom": [[0.683, 0.122, 1.295], [-2.625, 1.422, 0.144], [2.225, -0.983, -1.736], [1.419, -1.823, -1.107], [-0.358, 1.108, 0.825], [-1.627, 0.397, 0.399], [1.508, 0.579, 1.686], [-3.537, 0.997, 0.037], [0.293, -0.476, 2.022], [0.369, -1.883, -1.371], [-1.973, -0.238, 1.215], [-1.434, -0.284, -0.438], [0.084, 1.668, 0.011], [-2.431, 1.876, -0.745], [-0.575, 1.792, 1.646], [1.913, -0.313, -2.522], [1.001, -0.487, 0.517], [1.785, -2.523, -0.366], [3.280, -0.949, -1.510]],
  "total_energy_ev": -7331.6945,
  "gap_ha": 0.3768,
  "largest_force_ev_per_a": 0.4,
  "relative_energy_ev": 1.7927,
  "charge": 1
}

{
  "formula": "C4H13N2O",
  "method": "ωB97M-V/def2-TZVPD",
  "symbols": ["O", "N", "N", "C", "C", "C", "C", "H", "H", "H", "H", "H", "H", "H", "H", "H", "H", "H", "H", "H"],
  "positions_angstrom": [[-3.133, 0.968, -0.840], [2.927, 1.561, -0.040], [-0.497, -1.311, -1.001], [1.238, 0.063, 0.730], [-0.117, -0.343, 1.213], [-0.665, -1.550, 0.468], [1.643, 1.249, 0.273], [0.177, -0.538, -1.159], [-0.094, -2.099, -1.509], [3.099, 2.359, -0.618], [-1.360, -1.049, -1.485], [0.979, 2.101, 0.193], [-0.814, 0.494, 1.222], [-0.091, -0.565, 2.285], [-3.213, 1.746, -1.406], [-1.711, -1.713, 0.696], [3.772, 1.147, 0.333], [-0.069, -2.427, 0.714], [-4.043, 0.640, -0.797], [1.971, -0.732, 0.728]],
  "total_energy_ev": -9379.9884,
  "gap_ha": 0.3195,
  "largest_force_ev_per_a": 1.3,
  "relative_energy_ev": 1.5954,
  "charge": 1
}

{
  "formula": "C4H13N2O",
  "method": "ωB97M-V/def2-TZVPD",
  "symbols": ["O", "N", "N", "C", "C", "C", "C", "H", "H", "H", "H", "H", "H", "H", "H", "H", "H", "H", "H", "H"],
  "positions_angstrom": [[-0.392, -1.613, -2.056], [2.039, 0.565, -1.264], [-0.023, -0.067, -0.124], [-1.626, 1.315, 1.550], [-0.808, 0.164, 2.186], [0.735, 0.281, -1.236], [0.413, -0.327, 1.248], [-1.418, -1.602, -2.226], [-2.006, 1.084, 0.624], [-0.964, -0.505, -0.496], [-0.704, 0.361, 3.241], [-0.205, -2.318, -1.623], [2.560, 0.673, -0.417], [-1.037, 2.181, 1.585], [-2.272, 1.430, 2.284], [0.208, 0.344, -2.320], [0.353, -1.411, 1.224], [-1.619, -0.795, 2.264], [1.322, 0.230, 1.527], [2.524, 1.141, -1.987]],
  "total_energy_ev": -9377.4089,
  "gap_ha": 0.4103,
  "largest_force_ev_per_a": 10.3,
  "relative_energy_ev": 4.1749,
  "charge": 1
}

{
  "formula": "C4H13N2O",
  "method": "ωB97M-V/def2-TZVPD",
  "symbols": ["O", "N", "N", "C", "C", "C", "C", "H", "H", "H", "H", "H", "H", "H", "H", "H", "H", "H", "H", "H"],
  "positions_angstrom": [[-0.355, 0.656, 0.696], [-1.785, 1.082, 2.384], [0.695, -0.798, -1.568], [-1.479, 0.529, 1.165], [3.097, -0.242, -1.953], [-2.547, -0.471, 0.603], [2.015, -0.400, -0.888], [1.827, 0.543, -0.354], [-1.005, 1.532, 2.844], [-2.266, 0.384, 2.936], [2.900, 0.597, -2.606], [3.095, -1.180, -2.517], [-0.105, -0.465, -1.012], [-2.518, -1.350, 1.232], [-3.601, -0.153, 0.650], [0.718, -1.827, -1.596], [2.286, -1.166, -0.158], [0.707, -0.403, -2.514], [-2.266, -0.530, -0.438], [4.051, -0.139, -1.465]],
  "total_energy_ev": -9380.7532,
  "gap_ha": 0.3926,
  "largest_force_ev_per_a": 2.0,
  "relative_energy_ev": 0.8306,
  "charge": 1
}

{
  "formula": "C4H13N2O",
  "method": "ωB97M-V/def2-TZVPD",
  "symbols": ["O", "N", "N", "C", "C", "C", "C", "H", "H", "H", "H", "H", "H", "H", "H", "H", "H", "H", "H", "H"],
  "positions_angstrom": [[-0.678, -0.402, -1.110], [-1.863, 0.792, 0.339], [1.833, 0.148, -0.261], [2.740, -0.984, -0.183], [-2.340, 1.919, -0.525], [-0.720, -1.165, 1.101], [-1.129, -0.242, 0.073], [2.264, -1.728, -0.828], [0.332, -1.059, 1.204], [-3.073, 1.356, -1.101], [0.148, -0.907, -1.065], [2.161, 0.936, 0.250], [-2.750, 2.709, -0.004], [-0.939, -2.238, 0.819], [-1.863, 0.939, 1.340], [3.741, -0.553, -0.531], [-1.106, -0.835, 2.055], [2.928, -1.298, 0.847], [-1.542, 2.197, -1.226], [1.855, 0.413, -1.194]],
  "total_energy_ev": -9379.3662,
  "gap_ha": 0.3781,
  "largest_force_ev_per_a": 4.6,
  "relative_energy_ev": 2.2175,
  "charge": 1
}

{
  "formula": "C4H13N2O",
  "method": "ωB97M-V/def2-TZVPD",
  "symbols": ["O", "N", "N", "C", "C", "C", "C", "H", "H", "H", "H", "H", "H", "H", "H", "H", "H", "H", "H", "H"],
  "positions_angstrom": [[-0.026, 2.174, 1.962], [0.173, 1.298, -0.505], [-0.769, -0.804, -2.052], [0.505, -1.066, 0.165], [-0.192, 0.258, 0.522], [0.234, -1.578, -1.292], [0.061, 0.762, 1.962], [1.584, -1.054, 0.281], [-1.273, 0.134, 0.423], [-0.213, 0.821, -1.429], [-0.622, -0.899, -3.038], [-0.659, 0.247, 2.592], [1.156, 1.517, -0.476], [0.119, -1.811, 0.864], [1.169, -1.437, -1.830], [-0.260, 2.469, 2.850], [-1.711, -0.979, -1.717], [-0.318, 2.155, -0.268], [1.056, 0.428, 2.272], [-0.019, -2.634, -1.288]],
  "total_energy_ev": -9380.2364,
  "smiles": "NCC[C@H]([NH3+])CO",
  "gap_ha": 0.4128,
  "largest_force_ev_per_a": 1.8,
  "relative_energy_ev": 1.3473,
  "charge": 1
}

{
  "formula": "C4H13N2O",
  "method": "ωB97M-V/def2-TZVPD",
  "symbols": ["O", "N", "N", "C", "C", "C", "C", "H", "H", "H", "H", "H", "H", "H", "H", "H", "H", "H", "H", "H"],
  "positions_angstrom": [[-2.403, 1.744, 1.244], [0.287, 1.252, 1.858], [0.813, -0.715, 0.716], [1.068, 0.241, 1.567], [-0.336, -0.863, -0.176], [-0.021, -0.352, -1.567], [1.150, -1.065, -2.239], [0.979, -2.129, -2.359], [-2.917, 2.329, 1.830], [1.245, -0.628, -3.238], [2.019, 0.183, 2.053], [-0.915, -0.436, -2.179], [-0.650, 1.391, 1.442], [-1.198, -0.352, 0.236], [1.509, -1.439, 0.643], [-3.013, 1.016, 1.070], [0.210, 0.713, -1.507], [-0.563, -1.928, -0.190], [2.095, -0.871, -1.738], [0.640, 1.908, 2.533]],
  "total_energy_ev": -9381.0811,
  "gap_ha": 0.4375,
  "largest_force_ev_per_a": 0.9,
  "relative_energy_ev": 0.5026,
  "charge": 1
}

{
  "formula": "C4H13N2O",
  "method": "ωB97M-V/def2-TZVPD",
  "symbols": ["O", "N", "N", "C", "C", "C", "C", "H", "H", "H", "H", "H", "H", "H", "H", "H", "H", "H", "H", "H"],
  "positions_angstrom": [[-0.019, -0.079, -1.651], [0.331, 1.263, 0.139], [-2.054, 0.914, 1.339], [-1.231, -0.299, 1.244], [0.177, -0.166, 0.649], [0.594, -0.898, -0.657], [2.111, -0.982, -0.991], [2.434, -2.094, -0.688], [-1.110, -0.567, 2.358], [0.844, 1.947, 0.858], [2.864, -0.360, -0.553], [-0.533, 1.705, -0.046], [-1.953, 1.432, 2.197], [-1.798, -1.149, 0.891], [0.818, -0.457, 1.567], [0.169, -1.865, -0.709], [-2.781, 1.076, 0.744], [0.223, -0.369, -2.550], [0.934, 1.313, -0.597], [2.202, -1.150, -2.082]],
  "total_energy_ev": -9378.4873,
  "smiles": "C[C@H](O)[C@@H]([NH3+])CN",
  "gap_ha": 0.3775,
  "largest_force_ev_per_a": 7.5,
  "relative_energy_ev": 3.0964,
  "charge": 1
}

{
  "formula": "C4H13N2O",
  "method": "ωB97M-V/def2-TZVPD",
  "symbols": ["O", "N", "N", "C", "C", "C", "C", "H", "H", "H", "H", "H", "H", "H", "H", "H", "H", "H", "H", "H"],
  "positions_angstrom": [[1.114, 3.056, -3.015], [-0.835, -0.180, -0.047], [-0.967, 2.183, -0.365], [0.025, -1.275, -0.078], [-0.268, 1.046, -0.243], [0.553, -1.910, 2.178], [-0.381, -2.272, 0.989], [0.562, -0.845, 2.379], [-1.745, -0.259, 0.413], [-1.466, -2.209, 1.116], [-0.107, -1.626, -1.112], [1.969, 3.286, -3.362], [-0.507, 3.084, -0.428], [-0.004, -2.210, 3.084], [0.516, 3.494, -3.641], [-0.094, -3.260, 0.438], [-1.963, 2.261, -0.133], [1.524, -2.360, 2.339], [1.168, -1.053, -0.022], [0.905, 1.051, -0.489]],
  "total_energy_ev": -9365.1220,
  "gap_ha": [0.3107, 0.1354],
  "largest_force_ev_per_a": 3.6,
  "multiplicity": 2,
  "s2": 0.763,
  "relative_energy_ev": 3.8796,
  "charge": 2
}

{
  "formula": "C4H13N2O",
  "method": "ωB97M-V/def2-TZVPD",
  "symbols": ["O", "N", "N", "C", "C", "C", "C", "H", "H", "H", "H", "H", "H", "H", "H", "H", "H", "H", "H", "H"],
  "positions_angstrom": [[-0.666, 0.287, -1.617], [1.021, 1.193, -0.030], [-0.702, 1.436, 2.044], [0.416, -0.145, 0.376], [-0.288, -0.829, -0.801], [-0.746, 0.092, 1.513], [0.633, -1.666, -1.735], [-1.519, 1.997, 1.803], [0.553, 1.614, -0.835], [-0.569, 1.443, 3.059], [0.872, 1.804, 0.797], [1.371, -1.043, -2.241], [1.071, -2.440, -1.090], [-1.778, -0.097, 1.169], [-1.172, -1.413, -0.522], [-0.458, -0.610, 2.299], [2.032, 1.123, -0.191], [0.062, -2.038, -2.592], [-1.313, 0.015, -2.288], [1.181, -0.723, 0.880]],
  "total_energy_ev": -9365.9217,
  "gap_ha": [0.4209, 0.1724],
  "largest_force_ev_per_a": 3.3,
  "multiplicity": 2,
  "s2": 0.756,
  "relative_energy_ev": 3.0799,
  "charge": 2
}